[1]
Below is 12 unconnected molecules or ions with the total composition C35H55Cl36N2O8PS4, with properties calculated with the ωB97M-V functional and the def2-TZVPD basis.

The geometry in ORCA input format:
```
! RIJCOSX wB97M-V def2-TZVPD def2/J DEFGRID3
* xyz 0 1
C -4.9570 0.5088 0.8831
O -1.3509 3.4581 -2.6947
C 2.0366 9.0922 0.3688
H -1.3721 5.9995 -2.3087
H 0.5296 -3.9591 -3.1743
Cl -0.5752 11.6653 -2.3402
Cl -7.4511 -1.7142 -3.1174
H -6.0023 0.6369 0.5995
O 3.0997 -6.0737 -0.4544
Cl -2.8724 11.6852 -8.6976
Cl -4.3003 -3.9737 7.0947
C -0.0872 -1.3697 -0.3257
C -0.3335 -3.2435 1.2891
Cl -3.3319 11.8696 -3.2186
S -6.2729 -2.1859 -0.2486
H 1.6094 -1.6281 -3.9030
H 5.1684 2.1216 0.5642
H -3.8105 -3.1989 3.0956
Cl 6.1044 -3.9334 2.4302
H 4.4413 -0.4774 3.9553
Cl -2.2039 -2.9831 -0.6821
H 0.9975 3.7932 -0.1754
Cl 7.7615 -7.8069 1.5023
H -6.8783 -4.6696 3.0504
C 0.1131 1.9921 -0.9112
H 2.1919 -3.7055 -3.5936
C -1.9379 0.0082 -1.4926
C -5.3134 -4.6548 8.3700
H 7.3680 -7.1090 3.6983
H -2.8735 0.8053 -7.6366
Cl 6.3069 3.3893 5.4737
H 2.7550 -0.0589 3.7887
O 3.8099 -5.5111 -2.6795
Cl 6.7415 -1.5561 3.9792
O 2.4411 2.6391 -1.1724
H -3.2643 -5.7225 3.0126
C -0.8160 6.8476 -1.9237
C -4.2520 -3.9123 2.3902
H -0.4801 -2.6603 2.1973
H -4.9226 -5.9726 2.5469
H 0.8131 2.6594 -3.6192
H -4.2864 1.3242 -0.9410
H -6.0268 -3.8139 4.9901
H -1.7866 13.5963 -2.8757
C -6.5452 -2.7552 -4.2136
H 8.1582 -2.8265 2.6119
H 5.1917 1.0813 2.4279
H 4.1660 1.0826 -0.5259
C 1.3050 -1.9021 -2.9003
Cl -4.8239 -2.7443 -3.8015
Cl 0.8061 6.8014 -2.6158
H -7.1589 -2.5063 4.7575
Cl 1.2062 -6.7708 -2.3883
C -0.7417 -2.4282 0.0906
Cl 4.7763 -11.0741 4.3694
H 1.5439 0.4706 -1.4093
Cl -0.2402 11.4306 -9.8992
C 1.4359 -3.4552 -2.8436
Cl -7.1804 -4.4001 -4.1856
N 0.0530 1.7929 0.5117
H -0.2854 0.8755 0.7669
S -1.5139 2.5353 -1.6159
C 1.9648 -3.9744 -1.5017
H -2.3052 0.9833 0.4864
Cl -0.7031 1.6259 -7.9499
H -4.7878 -4.5529 9.3105
C 3.4048 3.0873 -0.2251
H 4.1382 3.7078 -0.7510
O 2.0407 0.7613 -4.0531
Cl 8.9799 -5.5910 2.9311
H 1.9402 -1.4959 -2.1210
C -1.7263 12.5998 -3.2937
Cl 5.7735 -8.4313 5.0435
H -3.6041 -4.0154 1.5221
Cl -1.1834 12.7363 -4.9689
C -6.6418 -3.6144 2.9233
C 0.5301 0.7281 -1.6963
H 1.1007 -4.2170 -0.8892
O 3.4002 1.2628 1.3326
Cl 1.5796 9.6166 1.9906
S -4.8834 -0.8924 2.0334
C 7.4523 2.0631 5.2708
Cl -6.8377 -3.7742 8.4898
H -7.5482 -3.1378 2.5528
O -2.3203 3.1511 -0.6151
H 1.3431 8.3225 0.0544
H 2.6507 -3.2972 -1.0020
C -5.5887 -2.2872 1.2276
H 2.9838 3.5552 0.6632
H 8.3792 2.3386 5.7567
H -0.7198 -2.3794 -2.6242
H -4.6646 1.4130 1.4191
H 5.6045 -9.4264 2.9268
H -2.6114 -0.7343 0.5013
Cl -5.6049 -6.3709 8.0823
O -2.1732 1.2170 -2.2604
C -2.3266 1.6604 -7.2609
Cl -1.6507 8.3280 -2.3887
C -0.1901 -1.4402 -2.7578
Cl 1.9265 10.4306 -0.7765
C 4.1583 1.8362 0.2627
H -4.5067 -5.2146 4.1331
C 3.6856 -0.1742 3.2316
H 3.8475 1.9321 3.2481
C 8.2558 -7.1934 3.0827
N -5.5810 -3.5270 1.9007
C 1.1490 3.1537 -1.0457
H 0.7064 -3.5494 1.2320
C -4.2619 -5.2859 3.0756
Cl 6.8457 0.5931 6.0466
H -0.3463 0.8743 -4.2796
C -0.4568 -0.4925 -1.5365
H -4.4659 -0.4645 -0.9821
Cl 7.7941 1.7924 3.5611
C -6.3042 -3.0107 4.3086
H -0.4964 2.5261 0.9504
Cl 9.3684 -8.3132 3.8674
H -5.4656 -2.3169 4.2907
Cl -0.7456 6.7152 -0.1584
H -2.5030 -0.7548 -2.0231
P 0.7675 1.2603 -3.4956
H -0.5900 -1.0375 -3.6882
C -2.6279 0.1460 -0.1321
H -6.6534 -2.3673 -5.2180
Cl -3.1828 3.1228 -7.7496
Cl -1.5684 9.0926 -8.8038
C 4.1078 1.1284 2.5477
H -0.9637 -4.1302 1.3446
C -1.3279 10.8330 -8.6439
Cl 6.9583 -1.5077 1.0892
C 7.1274 -2.5023 2.5400
C 4.9740 -9.4148 3.8076
C -4.1317 0.3941 -0.4012
H 0.9548 3.8044 -1.9036
Cl 3.4196 -8.7123 3.3647
Cl 3.6619 8.4025 0.3699
H -0.8705 11.0234 -7.6812
Cl -2.2532 1.5408 -5.4998
H 3.5933 -0.9794 2.5007
Cl 1.3601 -1.0070 0.6073
S 2.7638 -5.5775 -1.7346
*
```

M = 2067.381 g mol⁻¹
SMILES string = CCOCCOC[C@]1(N)[C@H]([PH2]=O)[C@@](CCCCS(=O)(=O)Cl)(/C(Cl)=C(/C)Cl)[C@@H](CCCSC(=S)N(CC)CC)OS1(=O)=O.ClC(Cl)Cl.ClC(Cl)Cl.ClC(Cl)Cl.ClC(Cl)Cl.ClC(Cl)Cl.ClC(Cl)Cl.ClC(Cl)Cl.ClC(Cl)Cl.ClC(Cl)Cl.ClC(Cl)Cl.ClC(Cl)Cl
HOMO = -8.5 eV
energy = -559980.2165 eV

[2]
Below is a molecular structure, C35H58LaOP2, with properties calculated with the ωB97M-V functional and the def2-TZVPD basis.

The geometry in ORCA input format:
```
! RIJCOSX wB97M-V def2-TZVPD def2/J DEFGRID3
* xyz 1 1
C 1.2797 1.4459 -5.7800
C 0.4473 4.1261 -5.9974
C -2.7516 -3.9602 3.3967
H 3.1034 3.9047 -4.7898
C -2.2007 -5.8563 1.4035
H -1.9474 -6.6077 0.6482
H 2.6443 0.5023 3.8753
C -1.2384 2.0391 -6.6918
C -3.3670 -5.2145 3.4271
H -4.8831 -2.2622 3.6513
H 4.1554 3.0352 -0.5320
H -0.3536 -2.2674 -0.3943
H -3.6128 -7.1231 2.4509
H 4.4639 3.0100 -4.0961
C 1.0385 4.0515 2.2519
C 0.8071 2.9310 -1.3090
H -0.1601 -1.4869 3.4356
H 1.0270 4.2965 1.1778
H 2.0772 4.0697 2.5951
C 0.0497 1.8415 -1.4964
H 0.8749 0.4115 -5.7801
H 0.5040 4.8685 2.7713
H -4.0214 -5.4408 4.2753
H -3.3969 1.0735 2.4810
H -1.9574 -3.8854 -1.3827
H 0.2139 -5.1654 0.3645
H 2.5565 2.1232 4.5884
H -4.5932 -1.7487 5.3304
H -2.4291 -2.0409 4.2755
P 2.6577 1.5038 -4.5734
C 2.3671 1.5418 3.6680
O -1.6507 -2.3439 2.0494
H 4.4668 -0.0712 -4.3034
H -2.7747 2.7818 1.2026
C -0.9748 2.4745 2.3080
C -1.1754 -4.6245 -1.1540
H -3.1182 -4.3371 6.1760
C -0.0874 0.7280 3.5082
C 2.6552 0.1495 -0.6280
H -1.4452 -3.8604 5.7530
H -2.6381 -0.5391 2.7001
C -4.4757 -2.5771 4.6214
C 0.0068 -0.6180 4.1322
H -0.2047 -0.2826 -1.7545
H 4.1492 0.2584 -6.0392
C 0.3863 2.7462 2.5382
C -1.3057 1.2737 3.0091
H -2.1756 2.6050 -6.6408
H -1.6269 -5.6216 -1.2116
C 0.9620 1.6491 3.2096
La -0.8631 -0.5277 1.3297
H -1.0250 1.9440 -1.3231
H -1.4368 3.8137 0.7160
H 0.3553 3.8304 -0.8786
C -2.9949 -2.9530 4.5147
C -3.1058 -6.1563 2.4239
C 3.2512 1.2126 -0.0601
H -0.3864 4.8395 -5.9734
C 3.6853 0.0830 -5.0616
H 1.0047 -0.7884 4.5523
H 1.9570 -1.0090 -2.2522
H 1.2582 4.5437 -5.3931
C 3.6839 2.9792 -4.8694
C -2.4808 -3.5026 5.8489
C -1.5640 -4.6119 1.3428
H -0.7504 2.2111 -7.6588
H 1.6448 1.6920 -6.8018
C -1.9562 -3.6369 2.2813
H 0.2597 0.5915 -3.1738
H -2.3195 4.1631 2.2161
P -0.1641 2.5385 -5.2812
H 3.0707 1.9120 2.9082
H 0.6097 -2.7198 1.1540
H -2.9620 0.4443 4.0941
H 2.7207 3.1801 0.4820
H 0.7838 4.0042 -7.0356
H 2.5023 4.0653 -1.8987
C 0.2415 -3.0406 0.1609
C 2.2579 3.0284 -1.6066
H -1.4703 0.9731 -6.5876
H 3.9253 1.0172 0.7860
H 4.1688 2.9245 -5.8522
H -2.5116 -2.7081 6.6042
H 2.7605 -0.8203 -0.1225
C 1.9424 0.0526 -1.9295
C -0.5447 -4.3751 0.2212
C -1.9208 3.3507 1.5853
H -0.4068 -4.5527 -1.9332
H 2.5490 0.5604 -2.7194
H 3.0584 -0.8192 -5.1044
C 0.4590 0.5402 -2.0853
H -5.0563 -3.4349 4.9885
H 2.5208 2.4079 -2.4836
H -0.7268 -0.7521 4.9437
C -2.6220 0.5519 3.0554
H 1.1371 -3.2117 -0.4486
C 3.1319 2.6581 -0.3962
*
```

M = 695.702 g mol⁻¹
HOMO = -9.9 eV
energy = -58713.6922 eV

[3]
Below is 10 unconnected molecules or ions with the total composition C35H58O30, with properties calculated with the ωB97M-V functional and the def2-TZVPD basis.

The geometry in ORCA input format:
```
! RIJCOSX wB97M-V def2-TZVPD def2/J DEFGRID3
* xyz 0 1
H -2.6614 2.6921 -4.5487
H -0.5119 -2.7999 0.6769
O 2.4203 -5.4251 3.1200
C 7.2454 1.3012 1.3733
H -1.8048 1.9924 1.5976
O 6.0987 3.1440 -2.9763
C 0.1193 1.4323 -0.9545
O 4.0902 -1.7619 -2.8201
O -6.1098 1.2706 -2.7223
H 5.7595 1.7581 -4.5313
H 3.2789 2.1390 -2.9916
H 0.9165 -1.7714 -2.7935
O 4.5326 -1.0761 -4.9107
H 2.5250 2.1059 2.6311
H -0.9280 6.0348 1.5659
C -5.0083 0.8862 -3.3475
C 4.1027 2.7887 0.5876
C -0.1377 -2.4841 1.6529
H 1.4062 0.7978 2.9671
H 3.8058 3.4833 -5.6719
H 2.6944 -2.9208 -1.8057
H -7.7640 0.1360 -2.8117
C -3.6786 1.7774 2.6123
H 4.6470 3.2635 -0.2325
H -4.1439 2.7228 2.8883
H -1.0297 -2.4590 2.2929
C 9.0977 -0.0944 1.1582
H 9.3456 -0.9837 0.5856
O -0.8995 1.9357 4.6028
H -2.4607 0.4805 0.4452
O 1.3163 4.5217 2.3170
O 5.7172 5.2089 -2.1743
O 0.3873 -4.6321 2.5572
H 1.5936 -0.1701 -2.6708
C -2.1467 1.8486 2.6192
H 3.5023 3.5997 1.0095
H 8.9464 -0.4117 2.1907
C 1.5161 1.8776 2.9657
H 2.2481 3.0098 -5.0967
C -1.7436 -3.9518 -2.9933
O 5.9893 1.3755 0.9233
C -3.7144 -3.8628 2.8970
O 0.5764 2.4106 2.0454
C 2.9119 -1.8766 -2.0147
O -4.3283 -2.4091 1.0396
C 0.9376 -3.3734 2.2000
H -3.9563 -4.4911 -1.2731
C -1.8106 0.4030 -0.4223
C 0.5130 3.7250 1.9214
O -4.6259 -0.3692 0.1163
O -0.3475 -0.2495 4.6739
H 1.3755 2.2782 3.9696
C 3.3016 2.7317 -5.0561
H -2.8098 0.8962 -4.3890
H 1.7378 -3.4885 1.4609
H -0.8622 -6.7834 2.0876
C -2.9516 -2.5693 -1.6399
O 4.0840 4.0515 -3.1949
C -1.5317 2.7879 3.6475
C 3.9032 2.7236 -3.6724
C 1.2303 -5.5307 3.0672
C -2.1064 1.5451 -1.3765
C 1.8473 -1.2074 -2.8834
C -5.3571 -1.9199 3.0676
H -6.3611 -2.0759 3.4570
O 7.9142 0.4522 0.5987
C 5.1162 2.2858 1.5872
O -1.6493 0.5569 3.0415
H -4.0371 0.9046 3.1480
O -0.6170 4.0119 1.2528
H -2.5778 2.4408 -0.9809
H 3.4095 2.0323 0.2271
O -1.7110 -2.7637 -2.3384
C -4.7820 -1.1528 0.9991
C 5.3242 2.1166 -3.6011
H 0.2257 5.6501 0.2759
O -3.0129 -4.3856 -3.0958
O -0.4906 0.7455 0.0293
C -0.9069 0.6664 4.1590
H -2.7333 1.1120 -2.1547
H -1.0069 -7.8302 3.5162
C -6.9852 0.3475 -2.0753
H 4.6291 1.7540 2.4166
H -2.9734 -3.1871 3.3244
H -3.3659 -1.5994 -1.8906
O -0.7905 1.8303 -1.8769
O 2.4064 -1.2924 -4.1913
C -0.7070 5.3446 0.7529
H -7.3642 0.8483 -1.1943
H -1.4768 5.3783 -0.0127
H 3.4349 1.7571 -5.5287
H -4.7756 -3.5047 -2.4886
O -4.5606 -0.2379 -3.3467
H -4.6792 -1.6142 3.8629
C -3.8061 -3.7709 -2.0774
O 0.5926 -6.6080 3.5468
H -1.7528 -0.5878 -0.8489
C -4.8296 -3.0791 2.2409
H -3.5613 1.8288 -5.7517
H -4.1218 -4.5590 3.6265
H 1.4577 -2.9056 3.0400
O 1.2911 1.6059 -1.0216
H 3.0940 -1.3015 -1.1077
C 5.3433 4.2202 -2.7115
H 5.6259 3.0867 2.1221
H -2.7090 -2.6563 -0.5846
H 0.1719 -1.4388 1.6543
O -5.4844 -0.8530 2.1067
O 7.6960 1.9079 2.3057
H -3.2143 -4.4543 2.1268
H 9.9081 0.6309 1.1095
H -2.2725 3.3991 4.1638
H -4.0184 1.5991 1.5864
H -6.5352 -0.6115 -1.8260
C -0.7657 -6.8286 3.1722
O -4.5021 1.9556 -3.9346
H -0.7937 3.4815 3.2407
H -5.5358 -3.8114 1.8460
O -0.7847 -4.4967 -3.4143
C 3.7518 -1.3773 -4.0677
C -3.2920 1.8193 -4.6961
H 5.3073 1.2670 -2.9161
H -1.4471 -6.1175 3.6386
*
```

M = 958.819 g mol⁻¹
SMILES string = C[C@H]1COC(=O)O1.C[C@H]1COC(=O)O1.C[C@H]1COC(=O)O1.CCOC(=O)OC.CCOC(=O)OC.COC(=O)OC.COC(=O)OC.O=C1OCCO1.O=C1OCCO1.O=C1OCCO1
HOMO = -10.5 eV
energy = -98661.3709 eV

[4]
Below is a molecular structure, C35H59Br30N6O2, with properties calculated with the ωB97M-V functional and the def2-TZVPD basis.

The geometry in ORCA input format:
```
! RIJCOSX wB97M-V def2-TZVPD def2/J DEFGRID3
* xyz 1 1
H 1.0870 4.4025 -3.5903
Br 1.1214 4.7062 -7.5884
O -3.0552 -1.3965 -1.7542
H -6.3644 6.5962 0.8210
H -6.4374 -0.3678 0.5069
H 1.7873 1.3729 -5.6760
Br 2.6313 -7.1103 6.7229
H -4.6481 0.8383 -0.9512
H -2.1893 -2.3902 1.2287
C -2.6362 -2.5652 0.2530
Br -1.4003 7.0137 -2.3767
Br -6.1420 -0.0772 3.9629
H 7.7582 -1.1779 1.5393
C 0.7392 2.3075 -4.0584
H -6.2232 -2.0260 -4.9248
N 1.2477 -0.4651 3.7320
H -0.7243 0.0560 3.4535
H -1.9673 -3.1759 -0.3424
Br -11.3152 9.3247 4.0402
C 1.5881 -4.0851 4.3459
C 2.1713 -4.6740 1.9813
N 0.8565 0.5272 0.8034
C -2.1743 0.9456 -0.4337
Br 3.5226 -4.2115 7.7111
H 3.4403 -1.9687 -0.7328
H -5.6197 -1.3414 -0.7040
H -9.5468 9.8544 2.4019
Br -7.1702 -5.9062 -0.2430
H -0.6813 4.4498 -2.1901
H 2.7202 2.6553 -4.8930
H 2.7005 -1.2200 2.1012
C -2.9284 -1.3156 -0.5396
Br -6.1917 -3.2476 -2.7771
H 0.7860 -1.5173 1.3226
H 5.4511 2.3239 0.8783
Br -2.9679 -0.0779 3.6540
C 2.0347 1.8321 -4.7214
C -7.1466 5.8624 0.9509
H 7.5709 1.4639 0.8620
H 4.2738 1.2306 -0.9391
C 3.5306 -6.1004 8.0939
H 1.5421 -4.4709 5.3606
H -3.7768 6.6977 -2.9916
Br -8.6491 -2.1864 -4.4986
H 1.0136 -0.2268 4.6955
C -9.7879 10.2810 3.3646
H 0.5857 -4.1043 3.9201
H 4.0831 -5.4559 1.5149
H 1.6492 -3.7207 1.8926
C 2.5495 -4.8802 3.4635
H 4.7757 -3.2637 1.4321
H 0.2852 1.4604 -3.5455
C 3.4897 -3.3949 -4.2277
Br -3.4733 4.7514 -1.4983
C 5.4202 1.2432 0.9573
C 2.1272 0.8477 0.3571
H 2.3473 4.1160 -9.6535
Br 3.2849 -1.5370 -4.6787
N 0.0700 1.5752 0.4326
H -2.6879 1.6303 -1.1092
H 3.5772 -4.5752 3.6410
H 3.6738 -3.9319 -5.1467
N 3.2158 0.1128 0.5164
H -3.5547 -3.1195 0.4233
H 4.3509 -1.2047 1.5748
Br -10.1764 12.1434 3.0819
C 0.2248 -0.2910 3.0108
C -0.1291 3.5348 -2.0320
H 4.9650 -0.2830 -0.4496
H 2.9743 -6.2411 9.0087
Br 1.8866 -4.1227 -3.4484
C -5.4754 -0.7777 0.2109
Br 5.0140 -3.6767 -3.0858
H 6.9899 0.1605 -0.1253
Br 10.0985 -0.9389 -1.2281
H 6.3569 -0.7211 2.4969
N 2.0929 2.0272 -0.2624
H 1.8876 -3.0403 4.3883
Br -4.7474 -7.2021 -1.8469
H -0.7635 -0.7558 1.2061
Br 3.9389 3.2756 -7.9603
H 2.1211 -2.6426 0.1743
Br -8.3978 6.5778 2.2231
H 1.9456 3.2552 -2.5682
H -5.1454 -1.4504 0.9994
H 2.5083 1.0829 -4.0920
H -1.6311 2.7909 0.5457
C -6.6236 -7.3236 -1.4258
Br 1.3082 1.9323 -9.1428
H 9.6633 -0.5062 -3.6230
C -1.3623 1.7461 0.6302
Br 5.3123 -6.7513 8.4042
Br -7.9524 5.5856 -0.7740
Br -7.0889 -9.0524 -0.7271
H 1.4413 -5.4413 1.7286
Br -6.4984 -0.1244 -3.3732
Br 7.5882 -1.7191 -3.0296
H -4.3941 0.7157 5.5198
C -6.8067 -1.9127 -4.0233
H 5.0420 0.9509 1.9334
H -1.4609 0.3991 -1.0488
Br -8.2469 10.0379 4.4935
C 0.2649 -0.5902 1.5126
Br 8.3670 1.3434 -2.6248
H 3.0488 -5.3832 0.1302
C 4.0705 -3.5197 0.6443
C 1.0006 3.4563 -3.0669
H 7.8829 0.1112 2.6792
C 6.8425 0.6590 0.8301
C 3.1658 -2.3496 0.2492
Br -4.5267 2.6680 4.0053
H -0.8424 2.7253 -2.1478
O 0.3988 3.6186 -0.6739
H 2.4066 -5.9318 3.6923
H -7.1662 -7.1932 -2.3506
H 4.6798 -3.7271 -0.2278
C -3.2532 6.5885 -2.0531
C 2.2011 3.5848 -8.7246
C 3.3503 -4.8243 1.0122
C 0.8449 2.4706 -0.2037
Br -6.3090 4.2562 1.6068
C 4.4670 0.6098 -0.0743
C 7.2124 -0.3310 1.9483
C 3.3282 -1.1588 1.2187
H -4.7266 1.1135 0.8105
H 0.0249 2.6715 -4.7949
H -1.6635 1.4125 1.6163
C 9.0252 -0.4623 -2.7526
N -3.0899 -0.0390 0.1477
C -4.5095 0.3822 0.0323
Br -4.0538 7.8127 -0.8058
C -4.5011 0.7957 4.4478
*
```

M = 2993.017 g mol⁻¹
HOMO = -11.3 eV
energy = -2151551.7024 eV